Below is 2 unconnected molecules or ions with the total composition C2H4ClO2P, with properties calculated with ωB97M-V with the def2-TZVPD basis set.

Geometry as XYZ:
```
10
Properties=species:S:1:pos:R:3
C 1.25556 -0.39921 0.68726
C 0.10671 -0.43832 0.10796
O -1.99317 1.62795 -0.33100
O -1.33658 -0.10647 1.34542
P -2.59698 0.42426 0.66430
Cl -3.08007 -0.97453 -0.74229
H 2.06921 -0.63545 0.01963
H 1.40166 -0.66090 1.64362
H -0.20323 -0.39550 -0.94098
H -2.60725 2.12999 -0.75058
```

Properties
net charge = 0
2S+1 = 1
ΔE to the lowest compared entry with this formula, charge and spin = 1.894 eV

---

Below is 2 unconnected molecules or ions with the total composition C4H13N2O, with properties calculated with ωB97M-V with the def2-TZVPD basis set.

Geometry as XYZ:
```
20
Properties=species:S:1:pos:R:3
C 1.07106 -0.03019 -0.92220
C 1.32996 0.88011 0.22173
C 0.76851 0.37942 1.54055
C -0.36494 0.81934 2.11641
N -1.26460 0.08291 2.88267
N -0.43498 0.16224 -1.26224
H 1.58054 -0.05722 -1.89459
H 1.10861 -1.12190 -0.72705
H 0.87117 1.86302 0.07451
H 2.41673 1.00741 0.35158
H 1.23907 -0.61200 1.73941
H -0.48270 1.89837 2.13913
H -0.78133 -0.68663 3.34575
H -1.67401 0.61200 3.64631
H -0.96813 0.25154 -0.38823
H -0.86978 -0.46363 -1.96183
H -0.47110 1.11411 -1.63359
H -1.21006 -2.52182 -3.38434
H -0.27434 -1.55690 -4.14754
O -0.62690 -1.76103 -3.27900
```

Properties
net charge = +1
2S+1 = 1
ΔE to the lowest compared entry with this formula, charge and spin = 2.153 eV

---

Below is 3 unconnected molecules or ions with the total composition C9H20BN2O5S2, with properties calculated with ωB97M-V with the def2-TZVPD basis set.

Geometry as XYZ:
```
39
Properties=species:S:1:pos:R:3
O 2.39925 -0.95873 -0.03465
B 2.17005 -0.36886 -1.23313
O 2.67122 -0.92008 -2.40003
O 1.39206 0.82978 -1.27668
N 0.53157 0.84671 -2.36956
C -0.70785 0.07103 -2.13342
C -1.70452 0.67852 -1.45721
C -2.82984 -0.07162 -1.22852
C -2.86508 -1.36241 -1.69088
C -1.77934 -1.83617 -2.38068
N -0.68246 -1.13949 -2.62498
H 1.63975 -1.55160 0.14450
H 2.01992 -1.56886 -2.70960
H 0.23984 1.82260 -2.48498
H 0.98925 0.57571 -3.25280
H -1.61664 1.71033 -1.11852
H -3.67746 0.34561 -0.70443
H -3.73666 -1.96875 -1.50064
H -1.81414 -2.85403 -2.75265
C -0.52677 4.75736 1.20137
S -2.31068 4.56924 1.11037
O -2.58738 3.39194 0.23205
C -2.61498 6.04213 0.13102
H -0.12408 3.90609 1.74712
H -0.10564 4.78193 0.19550
H -0.28597 5.67636 1.73467
H -2.06188 5.98386 -0.80667
H -2.30998 6.92159 0.69748
H -3.68166 6.09602 -0.07629
C 1.78516 -4.22668 3.89444
S 2.41800 -3.44809 2.40749
O 1.24695 -3.17847 1.50819
C 3.25870 -4.89691 1.76369
H 1.18685 -3.49392 4.43192
H 1.16431 -5.08232 3.62893
H 2.62073 -4.54222 4.51831
H 2.54466 -5.70984 1.63108
H 4.04703 -5.19309 2.45504
H 3.69768 -4.63467 0.80313
```

Properties
net charge = +1
2S+1 = 1

---

Below is a molecular structure, C4H6N2O2, with properties calculated with ωB97M-V with the def2-TZVPD basis set.

Geometry as XYZ:
```
14
Properties=species:S:1:pos:R:3
C -0.44238 0.95503 -0.02178
C 0.87240 0.83667 -0.09206
C 1.31293 -0.56337 -0.11747
C 0.16579 -1.23296 -0.03888
H -1.09340 3.04799 -0.77085
H -2.45346 1.64363 -0.13131
H 1.51066 1.60996 -0.56387
H 2.97644 -1.62238 0.07317
H 0.23367 -2.20745 0.98144
H -2.71788 -0.84841 0.28441
N -1.27203 2.13017 -0.07833
N -0.94668 -0.34423 0.46816
O 2.72039 -0.72219 0.23580
O -2.01758 -1.03995 -0.35839
```

Properties
net charge = 0
2S+1 = 1
ΔE to the lowest compared entry with this formula, charge and spin = 8.072 eV

---

The records above give, respectively, Kohn-Sham gap values of 8.77, 9.10, 8.35, 8.60 eV.